Entry 1:
The following is a DFT calculation (ωB97M-V with the def2-TZVPD basis set) of one molecule with the formula C3H6N2 at a distorted geometry.

XYZ file:
```
11
Properties=species:S:1:pos:R:3
H -2.270 1.178 0.062
H 1.363 0.561 -1.312
C 0.763 -0.312 0.525
H -1.147 -0.581 1.812
H 1.112 -1.336 0.661
N -0.539 0.099 0.998
H 1.604 0.417 0.940
C 0.583 -0.082 -0.959
N -0.765 0.456 -1.234
C -1.294 0.678 -0.067
H 0.590 -1.079 -1.427
```

The SMILES is C1=NCCN1. The net charge is 0. Its maximum force is 5.9 eV/A. The HOMO energy comes out at -8.440 eV. For the HOMO-LUMO gap, the calculation gives 9.35 eV.

Atomic partial charges in e from the Löwdin method, atoms 1 to 5: 0.11, 0.09, -0.25, 0.22, 0.10

Entry 2:
The following is a DFT calculation (ωB97M-V with the def2-TZVPD basis set) of a 13-piece molecular cluster, C34H98N4O13 overall at a distorted geometry.

XYZ file:
```
149
Properties=species:S:1:pos:R:3
O 3.940 18.622 13.843
H 11.245 24.911 13.556
H 5.333 14.724 11.308
H -1.691 21.203 11.786
H 6.281 17.972 13.119
H 1.224 23.778 12.054
H 0.139 20.970 9.581
H 0.326 24.532 14.885
H 8.480 16.231 9.366
H -0.019 21.813 11.737
H 0.470 26.159 13.535
H -1.503 15.599 13.733
H 7.794 17.366 8.565
H 4.705 15.584 9.021
O 3.563 21.525 5.797
H 6.449 26.765 10.033
H 6.309 15.256 8.777
O 9.854 25.419 15.037
C 6.106 17.662 14.150
N 8.698 16.929 8.669
H 0.932 26.179 11.984
C 5.198 20.055 6.956
H -0.022 14.726 13.800
H 5.672 16.425 11.505
C 12.611 20.996 12.415
H 8.310 19.528 8.482
H 6.233 25.267 13.331
H 7.818 22.595 14.819
H 7.342 26.417 8.575
H 11.938 22.774 11.331
H 5.917 23.718 13.961
H 4.035 21.454 4.964
N 1.126 18.382 15.359
H 2.867 18.354 10.656
C 0.908 17.088 13.239
H 12.397 19.938 12.566
C 8.247 20.911 16.108
C 4.625 17.558 14.402
H 4.416 25.745 6.986
H 5.824 23.929 12.167
O 9.770 18.768 11.717
H 10.194 20.608 11.779
O -1.520 23.103 12.583
H -1.339 22.489 10.716
O 0.740 18.426 10.048
H 9.176 25.573 12.550
C 10.338 24.540 14.034
H 8.426 24.056 13.150
C 5.601 20.225 10.927
H 10.517 17.651 9.230
H 4.750 25.163 9.304
C 9.540 18.561 13.129
H 1.861 23.932 14.496
H 5.830 24.435 8.262
C 3.189 20.824 10.854
H 9.056 21.505 14.115
C 11.713 21.709 11.365
O 7.267 21.290 16.970
H -1.193 18.624 9.431
H 4.443 19.285 7.112
C 0.202 18.042 14.309
H 3.997 18.527 11.808
H 6.343 19.528 10.538
C 9.355 24.541 12.851
H 10.489 23.482 14.251
C 5.631 24.378 13.142
H 6.971 15.331 11.052
C 4.212 24.731 13.365
C -1.071 22.095 11.696
O 3.810 25.560 12.342
C 8.127 21.559 14.683
H 0.025 18.188 8.187
H 1.390 17.497 15.768
H 4.051 25.195 14.338
H 5.677 19.845 5.999
C 4.205 19.792 10.331
H 9.658 23.968 11.975
H 3.625 23.813 13.395
H -1.125 14.644 12.333
H 9.704 19.197 7.560
N 3.861 18.451 10.810
C 5.556 25.428 8.619
C 9.082 17.865 10.855
C -0.184 19.371 13.652
H 4.197 19.815 9.241
C 5.677 15.851 9.436
H -0.854 19.859 14.359
H 7.268 25.265 9.962
C 5.915 15.551 10.900
C 0.819 23.855 14.186
H 0.659 17.471 9.992
H 9.263 16.831 11.149
H 12.430 21.544 13.340
C 0.618 24.327 12.775
H 9.646 17.490 13.306
H 0.452 22.835 14.297
H -1.086 24.816 11.425
H 5.282 22.185 6.760
O 5.960 21.562 10.459
C 9.468 17.917 9.362
C -0.194 18.824 9.045
C -0.674 15.261 13.110
H -0.682 17.546 14.709
H 2.135 20.555 10.788
O -0.023 16.381 12.412
H -0.736 19.150 12.738
C -0.892 24.387 12.408
O 4.961 26.241 7.601
H 5.927 19.969 7.762
C 9.354 19.234 8.592
H 5.328 17.728 9.773
H 7.981 21.199 10.586
H 4.364 17.581 15.460
H 10.565 25.533 15.672
H 7.373 20.997 14.133
N 1.094 25.724 12.871
H 9.776 19.984 9.261
H 0.798 20.492 8.065
H 8.592 18.867 13.571
H 7.334 22.074 11.924
C 7.307 22.018 10.836
H 2.927 25.876 12.549
H 8.018 18.019 11.038
H 4.354 19.438 14.134
C 4.505 21.428 6.864
O 5.954 17.214 9.258
H 6.509 18.533 14.668
H 5.561 20.259 12.016
H 1.970 18.799 14.992
H 4.202 16.642 13.987
H 11.855 21.313 10.359
H 8.244 19.825 16.018
H 7.616 22.928 10.321
H 3.438 21.087 11.882
H 1.483 17.826 12.680
H 10.358 18.996 13.702
H -0.983 20.690 8.321
H 3.310 21.715 10.238
H -1.431 25.036 13.098
H 9.174 21.238 16.579
H 1.662 16.429 13.669
H 6.694 16.797 14.455
H 3.947 21.602 7.783
H 0.645 20.056 13.473
H 13.676 21.148 12.242
H 7.382 20.770 17.769
C -0.046 20.313 8.731
C 6.710 25.966 9.340
O 10.377 21.546 11.679
```

The net charge is 0. Its maximum force is 3.4 eV/A. The HOMO energy comes out at -8.913 eV. For the HOMO-LUMO gap, the calculation gives 9.27 eV.

Atomic partial charges in e from the Löwdin method, atoms 1 to 5: -0.11, 0.11, 0.07, 0.09, 0.06

Entry 3:
The following is a DFT calculation (ωB97M-V with the def2-TZVPD basis set) of C54H58ClCsN3O6P3S4 as an isolated structure.

XYZ file:
```
130
Properties=species:S:1:pos:R:3
C -5.705 -2.568 1.314
P -0.553 -0.210 -2.930
H -1.837 -0.030 2.292
C -2.260 3.820 4.642
H -2.426 -3.387 1.002
O -1.538 1.777 2.898
C 0.051 2.376 -6.017
C -2.200 -0.956 -2.626
H -5.802 4.728 0.994
O -1.040 5.048 -2.251
N 0.089 1.052 4.375
H -2.939 3.312 1.438
H 0.825 3.084 -6.284
S 1.719 -2.106 2.754
H -2.694 3.729 3.656
C -4.569 -3.331 1.068
C 7.098 -4.238 4.289
C 0.158 1.649 -4.841
N 0.457 0.115 3.426
H -3.282 2.096 0.210
N -1.888 -0.907 1.771
C 2.292 -6.941 2.705
H 1.919 -2.969 -6.278
H -3.223 6.565 -2.442
C 1.107 -6.374 2.249
H -2.940 1.208 -7.085
C 2.377 -4.884 0.853
H -3.423 4.297 -3.535
H 7.004 -5.791 2.793
C 0.928 -2.548 -2.600
H -6.693 -2.994 1.191
H 2.858 -4.492 -4.553
C 1.081 -0.892 3.868
H 7.757 -4.797 4.943
H 0.475 1.546 5.897
C -1.093 3.997 7.136
H -4.561 2.598 1.324
C 3.512 -6.489 2.225
H 0.237 -4.888 0.963
H -0.795 6.288 -5.310
H -2.019 3.565 -4.303
C -2.543 4.504 -4.140
C -3.144 -0.171 -1.966
H -2.868 4.910 -5.103
C -2.061 1.326 -6.463
C 1.641 -2.855 -5.238
P 5.203 -4.853 0.674
H -2.720 -0.116 -5.018
C -2.667 4.816 5.513
C -0.903 1.850 3.974
H -5.893 2.950 -0.876
H -1.755 7.527 -2.664
H -1.160 2.799 -7.738
C -3.143 -1.465 1.636
H -0.617 4.047 8.107
C -0.453 5.846 -4.371
C 0.408 -1.651 -3.536
H -5.134 -0.055 -1.188
H 2.353 -3.311 6.156
C -5.024 3.446 -1.316
C -3.699 2.946 0.749
Cs 0.180 1.248 0.456
H -6.420 -0.632 1.910
H -3.430 5.523 5.214
H -4.165 0.331 2.198
C 6.690 -2.960 4.640
C -2.077 4.897 6.769
H 4.799 -2.253 1.919
H 0.221 6.545 -3.873
H -4.667 -4.359 0.740
H -4.061 -3.760 -3.051
H 0.154 -6.730 2.622
H -2.381 5.669 7.466
P -1.640 3.967 -1.208
C -1.636 5.527 -3.461
C -5.548 -1.246 1.714
O 0.294 2.164 6.667
C 3.564 -5.452 1.296
S 4.882 -3.415 -0.644
H 2.223 -4.201 -2.182
H -2.832 7.234 -4.046
C 2.159 -3.714 -4.279
Cl 0.477 -2.380 -0.925
C -4.146 4.037 -0.218
C -3.305 -2.790 1.219
H 1.027 -3.892 4.202
C 1.964 -3.362 4.030
S 1.387 -1.207 5.587
C -1.062 2.217 -6.830
C 2.439 -2.657 5.287
H 1.009 1.800 -4.187
C -2.415 6.797 -3.135
H 3.477 -2.343 5.182
C 0.779 -1.834 -4.867
S 6.313 -6.436 0.231
C -3.811 -2.748 -2.753
C -4.414 -0.671 -1.713
C 1.151 -5.346 1.320
C 1.799 -3.565 -2.948
C -4.750 -1.957 -2.106
H 2.710 -4.067 3.660
H 0.094 4.930 -4.590
H -4.255 5.539 1.322
O -1.955 2.675 -1.900
H -4.449 2.721 -1.892
O -0.712 3.948 -0.045
H -5.735 -2.350 -1.886
H 4.435 -6.954 2.552
C 5.859 -2.245 3.786
C 5.430 -2.814 2.595
H -5.166 5.936 -0.144
C -1.275 2.899 4.986
H 2.434 -4.067 0.145
C 6.674 -4.804 3.092
H -1.816 -2.877 -3.518
H 7.027 -2.517 5.570
H -1.145 -1.543 2.023
C 5.831 -4.101 2.241
H -5.376 4.234 -1.985
O -3.034 4.716 -0.821
C -4.288 -0.697 1.877
H -2.875 0.841 -1.679
C -0.824 0.728 -4.480
H 0.395 -1.155 -5.618
C -4.894 5.130 0.539
C -1.939 0.580 -5.299
H 5.546 -1.238 4.036
C -2.542 -2.251 -3.014
H 2.263 -7.747 3.429
C -0.677 2.997 6.255
```

The net charge is -2. Its maximum force is 0.3 eV/A. The HOMO energy comes out at -3.281 eV. For the HOMO-LUMO gap, the calculation gives 6.67 eV.

Atomic partial charges in e from the Löwdin method, atoms 1 to 5: -0.14, 1.05, 0.02, -0.02, 0.10

Entry 4:
The following is a DFT calculation (ωB97M-V with the def2-TZVPD basis set) of a 2-piece molecular cluster, C6H13NO overall at a distorted geometry.

XYZ file:
```
21
Properties=species:S:1:pos:R:3
C 0.206 -1.154 -1.167
C 1.677 -1.700 -1.031
C -0.215 2.964 0.154
C -0.222 0.192 -0.629
H 0.104 3.958 0.384
C 0.173 0.638 0.580
H 2.335 -1.351 -1.835
N 2.383 -1.575 0.247
O -3.797 -0.009 1.317
H -0.443 2.700 -0.877
H 2.364 -0.660 0.677
H 1.985 -2.180 0.956
H 1.693 -2.787 -1.183
H -0.107 -1.425 -2.178
H 0.782 0.126 1.279
C -0.105 1.998 1.093
H -3.752 -0.956 1.485
H 0.090 2.318 2.110
H -3.975 0.160 0.398
H -0.946 0.718 -1.213
H -0.231 -1.976 -0.566
```

The SMILES is C=C/C=C/CCN.O. The net charge is 0. Its maximum force is 2.5 eV/A. The HOMO energy comes out at -8.296 eV. For the HOMO-LUMO gap, the calculation gives 8.98 eV.

Atomic partial charges in e from the Löwdin method, atoms 1 to 5: -0.19, -0.28, 0.00, -0.10, 0.04

- Among the records above, which one has the highest maximum force?
  C3H6N2

- Among the records above, which one has the highest maximum force?
  C3H6N2

- Which value of net charge does entry 1 give?
  0

- What is the maximum force in the fourth record?
  2.5 eV/A